Entry 1:
# C5H13NO

One molecule with the formula C5H13NO at a distorted geometry (ωB97M-V/def2-TZVPD, the Open Molecules 2025 dataset).

Geometry as XYZ:
```
20
Properties=species:S:1:pos:R:3:nbo_charge:R:1
C 0.68315 -1.07614 1.93205 -0.445
N 1.17712 -0.26794 0.81583 -0.630
C 0.22575 0.65541 0.15875 -0.020
C -0.23036 1.67024 1.24030 -0.622
C -0.86831 -0.00906 -0.70750 -0.458
C -0.15971 -0.60806 -1.93776 -0.066
O -0.96937 -0.45039 -3.10288 -0.748
H 1.17636 -2.06813 1.78178 0.201
H 0.97123 -0.79278 2.97409 0.206
H -0.33006 -1.43156 1.80875 0.177
H 1.39030 -0.86566 0.02545 0.344
H 0.81950 1.25794 -0.51736 0.175
H 0.72164 1.97436 1.65444 0.221
H -0.83292 1.10243 1.96424 0.204
H -0.72931 2.49944 0.73650 0.209
H -1.47665 -0.65892 -0.09890 0.207
H -1.53392 0.78099 -1.03461 0.220
H 0.83597 -0.19565 -2.05081 0.167
H -0.15242 -1.69500 -1.85857 0.179
H -0.71798 0.17850 -3.78382 0.479
```

Results
HOMO-LUMO gap = 9.78 eV
SMILES = CN[C@H](C)CCO

Entry 2:
# C29H31BF2O2S2

C29H31BF2O2S2 as an isolated structure at a distorted geometry (ωB97M-V/def2-TZVPD, the Open Molecules 2025 dataset).

Geometry as XYZ:
```
67
Properties=species:S:1:pos:R:3:nbo_charge:R:1
C -4.95745 -2.02475 -4.31204 -0.641
C -4.87067 -1.14918 -3.12290 -0.185
C -5.82610 -0.28108 -2.65325 -0.267
C -5.38839 0.44138 -1.51090 -0.229
C -4.17404 -0.00399 -1.01673 -0.196
B -2.52929 1.83741 -0.65753 1.158
C -3.42670 0.66344 0.11775 -0.544
C -4.24317 0.99374 1.27959 0.046
C -4.22747 0.18992 2.38095 -0.314
C -3.20561 -0.78745 2.30710 -0.021
C -2.98437 -1.81184 3.34771 -0.677
S -2.39904 -0.70667 0.80605 0.563
O -1.43858 1.31563 -1.38038 -0.805
C -1.34910 2.11000 -2.57232 0.259
C 0.09628 2.53991 -2.67551 -0.627
C -1.76843 1.26322 -3.77126 -0.639
C -2.38547 3.31021 -2.32657 0.254
C -1.82448 4.47530 -1.52026 -0.661
C -3.08802 3.82237 -3.55864 -0.621
O -3.32275 2.74265 -1.39272 -0.792
S -3.46726 -1.15342 -2.09974 0.464
H -5.90016 -1.79943 -4.82335 0.227
H -4.12925 -1.87550 -5.02779 0.229
H -4.98625 -3.07414 -3.98133 0.224
H -6.81102 -0.20242 -3.10760 0.227
H -5.95134 1.24630 -1.03522 0.227
H -4.97233 1.81323 1.13392 0.249
H -4.88747 0.27110 3.25586 0.248
H -3.67431 -1.65467 4.18301 0.236
H -3.14886 -2.81635 2.95037 0.256
H -1.96888 -1.76440 3.74316 0.258
H 0.19033 3.50136 -3.19394 0.206
H 0.52111 2.61316 -1.66793 0.241
H 0.63827 1.77259 -3.23403 0.208
H -1.55008 1.78947 -4.71846 0.212
H -1.21888 0.31670 -3.75428 0.218
H -2.83947 1.00635 -3.72436 0.213
H -1.02201 4.99967 -2.05125 0.207
H -2.66160 5.13511 -1.23510 0.218
H -1.40087 4.14198 -0.56829 0.248
H -2.35121 4.37874 -4.14401 0.212
H -3.49636 3.00529 -4.16308 0.216
H -3.86721 4.52864 -3.27250 0.221
F 2.73938 5.11679 0.17920 -0.342
C 2.11952 3.93594 0.50535 0.400
C 2.91739 2.78960 0.57355 -0.311
C 2.25470 1.58817 0.85666 -0.195
C 0.86180 1.55792 0.91845 -0.264
C 0.04919 2.71274 0.84838 0.137
C -1.44373 2.59137 1.00467 -0.613
C -1.93216 3.56905 2.05315 0.130
C -2.31239 3.08050 3.32795 -0.269
C -2.56948 3.89000 4.42860 -0.194
C -2.58025 5.27818 4.28298 -0.313
C -2.26856 5.77694 3.01644 0.413
F -2.30964 7.14189 2.85036 -0.340
C -1.91871 4.98014 1.91835 -0.339
C 0.73639 3.94231 0.69875 -0.345
H 3.99338 2.82145 0.50312 0.226
H 2.83745 0.66474 0.98130 0.212
H 0.36079 0.61096 1.07055 0.198
H -1.69003 1.57152 1.30727 0.191
H -2.37505 1.99956 3.45542 0.190
H -2.78676 3.43047 5.39954 0.211
H -2.76204 5.92058 5.12410 0.228
H -1.67445 5.47320 0.96412 0.233
H 0.20913 4.90937 0.70047 0.232
```

Results
HOMO-LUMO gap = 4.88 eV

Entry 3:
# FNO2S

One molecule with the formula FNO2S at a distorted geometry (ωB97M-V/def2-TZVPD, the Open Molecules 2025 dataset).

Geometry as XYZ:
```
5
Properties=species:S:1:pos:R:3:nbo_charge:R:1
O 1.50443 1.01279 0.08655 -0.263
N 0.84060 0.07790 -0.05309 0.540
O 0.92397 -1.10919 -0.11789 -0.282
S -1.25835 0.71479 -0.01125 0.469
F -2.01065 -0.69630 0.09568 -0.464
```

Results
HOMO-LUMO gap = 8.76 eV
SMILES = O=[N+]([O-])SF

Entry 4:
# C2H5BrClN

One molecule with the formula C2H5BrClN at a distorted geometry (ωB97M-V/def2-TZVPD, the Open Molecules 2025 dataset).

Geometry as XYZ:
```
10
Properties=species:S:1:pos:R:3:nbo_charge:R:1
C -1.17289 0.47626 -0.52646 -0.409
N -0.09207 -0.54444 -0.34647 -0.639
C 1.00107 -0.18344 0.32296 0.017
Cl 2.48389 -1.09787 0.11324 0.007
Br 0.78402 -0.09223 2.54136 -0.270
H -1.88696 0.27363 0.33900 0.215
H -0.64880 1.41446 -0.49412 0.216
H -1.81665 0.33037 -1.43134 0.220
H -0.13173 -1.50883 -0.60920 0.411
H 1.48012 0.93207 0.09102 0.231
```

Results
HOMO-LUMO gap = 9.87 eV
SMILES = CN[C@H](Cl)Br

Entry 5:
# C3H8OS

One molecule with the formula C3H8OS at a distorted geometry (ωB97M-V/def2-TZVPD, the Open Molecules 2025 dataset).

Geometry as XYZ:
```
13
Properties=species:S:1:pos:R:3:nbo_charge:R:1
C -1.46883 -1.79157 0.91699 -0.904
S -0.23034 -1.09365 -0.02421 1.481
O 0.88379 -2.09488 -0.15579 -0.957
C 0.12954 0.56187 0.71159 -0.569
C 1.45945 1.00589 0.05111 -0.634
H -1.75990 -2.66731 0.37431 0.221
H -2.15501 -1.03771 1.09991 0.191
H -0.18462 -0.79248 -1.52983 0.006
H -0.61343 1.09205 0.29527 0.216
H -0.03789 0.41577 1.85677 0.261
H 1.21625 1.80801 -0.68157 0.217
H 2.16559 1.48303 0.72885 0.232
H 1.92610 0.16447 -0.36792 0.240
```

Results
HOMO-LUMO gap = 9.06 eV
SMILES = C=[S@H](=O)CC

Entry 6:
# C8H11BrN3OS

C8H11BrN3OS as an isolated structure at a distorted geometry (ωB97M-V/def2-TZVPD, the Open Molecules 2025 dataset).

Geometry as XYZ:
```
25
Properties=species:S:1:pos:R:3:nbo_charge:R:1
C 1.03358 -1.36643 0.00127 -0.256
C 4.18688 0.41113 -0.14143 -0.257
C 0.80478 1.44511 -0.38500 -0.037
C 2.79699 0.35292 -0.34471 0.015
C 2.36653 -1.00219 -0.24493 0.138
C 0.06621 0.26375 -0.20914 0.345
C -2.78371 1.57914 0.99464 -0.607
C -2.39498 0.80342 -0.38485 0.253
N 2.04730 1.43037 -0.50861 -0.290
N 3.45603 -1.84564 0.00318 -0.718
N -1.24254 -0.04060 -0.14702 -0.545
O -1.99632 1.81569 -1.18382 -0.712
S 4.95981 -1.09779 0.18162 0.719
Br -2.82181 -3.35712 0.29944 -0.218
H 0.44797 -2.23738 0.00325 0.232
H 4.66996 1.34415 -0.24571 0.269
H 0.40867 2.42187 -0.47679 0.234
H -1.91043 2.19886 1.23198 0.218
H -3.70945 2.05959 0.91823 0.228
H -2.75450 0.74658 1.70823 0.201
H -3.18557 0.15263 -0.78956 0.187
H 3.43481 -2.83848 0.34560 0.448
H -3.52540 -4.25006 1.05128 0.225
H -1.60439 -0.93742 0.16191 0.423
H -2.75042 1.94788 -1.83906 0.502
```

Results
HOMO-LUMO gap (spin up / spin down) = 6.53 / 6.54 eV
net charge = +1

Entry 7:
# C4H8NO

An isolated ion of composition C4H8NO and charge +1 at a distorted geometry (ωB97M-V/def2-TZVPD, the Open Molecules 2025 dataset).

Geometry as XYZ:
```
14
Properties=species:S:1:pos:R:3:nbo_charge:R:1
C 0.18906 0.17957 1.34564 -0.107
C -1.02256 0.59488 1.86136 0.469
C 0.00899 -0.77820 -2.24226 -0.636
C 0.79210 -0.22813 -1.02273 -0.300
N -0.07929 0.09259 0.05294 -0.145
O -1.20971 1.05736 3.06291 -0.532
H 1.10349 0.47147 1.75743 0.218
H -1.73533 0.62038 1.08453 0.250
H 0.44192 -0.54557 -3.18660 0.244
H 0.04998 -1.93260 -2.14705 0.233
H -1.05310 -0.45631 -2.42864 0.249
H 1.33080 0.74892 -1.20545 0.272
H 1.56247 -0.96833 -0.60272 0.243
H -0.37881 1.14397 3.67065 0.543
```

Results
HOMO-LUMO gap = 8.84 eV
net charge = +1

Entry 8:
# C5H6OS

One molecule with the formula C5H6OS at a distorted geometry (ωB97M-V/def2-TZVPD, the Open Molecules 2025 dataset).

Geometry as XYZ:
```
13
Properties=species:S:1:pos:R:3:nbo_charge:R:1
C -1.69424 -0.56671 -0.17526 -0.308
C -0.76467 -1.19688 0.52754 -0.274
C 0.56182 -0.59527 0.88281 0.025
O 0.65729 0.68930 1.45279 -0.471
C 1.12049 0.48222 0.13359 0.051
C 0.38289 1.13554 -0.98495 -0.564
S -1.42164 1.04840 -0.89254 0.244
H -2.69631 -0.94553 -0.33554 0.229
H -1.00396 -2.21214 0.84205 0.219
H 1.27985 -1.29854 1.40262 0.190
H 2.20639 0.50085 0.01040 0.189
H 0.73243 0.76253 -1.97149 0.230
H 0.63966 2.19623 -0.89203 0.240
```

Results
HOMO-LUMO gap = 9.23 eV
SMILES = C1=C[C@@H]2O[C@@H]2CS1

ΔE to the lowest compared entry with this formula, charge and spin across the listed records, respectively: 1.9260 3.1697 1.3982 1.4005 4.2699 2.6427 3.0997 1.4974 eV.